Density functional theory data (ωB97M-V/def2-TZVPD) for a structure of composition C3H5BO5 at a distorted geometry.

HOMO level = -9.097 eV
Total energy = -518.418022 Eh
Energy relative to the best compared isomer or geometry (same formula, charge and spin) = 0.0 kJ/mol
Lowest unoccupied orbital energy = 0.54 eV

Structure (ORCA input):
```
! RIJCOSX wB97M-V def2-TZVPD def2/J DEFGRID3
* xyz 0 1
O 0.150 -1.556 0.926
O -1.626 1.275 -2.209
O -1.741 1.576 0.079
O 1.716 -0.017 0.691
O -0.116 0.059 -0.891
C 2.292 -1.229 0.494
C 0.436 -0.200 0.796
C 1.377 -2.158 0.743
B -1.158 0.913 -0.948
H -0.173 0.362 1.323
H 3.289 -1.433 0.238
H -2.502 1.551 -2.346
H -2.666 1.907 0.092
H 1.327 -3.169 0.759
*
```

---

Density functional theory data (ωB97M-V/def2-TZVPD) for an isolated molecule of ClH2NOS2 at a distorted geometry.

HOMO level (spin up / spin down) = -10.000 / -10.000 eV
Total energy = -1387.531804 Eh
Energy relative to the best compared isomer or geometry (same formula, charge and spin) = 493.9 kJ/mol
SMILES = O=[S@H](=S)NCl
Lowest unoccupied orbital energy (spin up / spin down) = -0.89 / -0.89 eV

Structure (ORCA input):
```
! RIJCOSX wB97M-V def2-TZVPD def2/J DEFGRID3
* xyz 0 1
Cl 1.115 1.298 -1.022
S -1.405 -1.651 1.196
S -0.044 -0.453 0.886
O 1.771 -0.327 1.642
N -0.093 -0.003 -0.786
H -0.191 0.930 1.295
H -0.018 -0.876 -1.389
*
```

---

Density functional theory data (ωB97M-V/def2-TZVPD) for a cluster of 8 separate species, C16H20Cl8F4O12 in total at a distorted geometry.

HOMO level = -10.784 eV
Total energy = -5605.620597 Eh
Energy relative to the best compared isomer or geometry (same formula, charge and spin) = 0.0 kJ/mol
SMILES = O=C1OC[C@@H](F)O1.O=C1OC[C@@H](F)O1.O=C1OC[C@@H](F)O1.O=C1OC[C@@H](F)O1.ClCCl.ClCCl.ClCCl.ClCCl
Lowest unoccupied orbital energy = 0.23 eV

Structure (ORCA input):
```
! RIJCOSX wB97M-V def2-TZVPD def2/J DEFGRID3
* xyz 0 1
Cl 6.336 9.476 -23.569
Cl 5.476 12.629 -22.247
Cl 7.223 7.133 -21.943
Cl 6.051 9.302 -19.347
Cl 1.594 9.215 -22.091
Cl 4.110 12.942 -24.798
Cl 3.349 8.581 -18.505
Cl 0.122 10.821 -20.138
F -1.928 9.372 -17.733
F 5.686 13.153 -17.562
F 7.210 9.486 -14.775
F 4.525 4.294 -17.505
O 4.533 5.884 -21.403
O 8.362 11.940 -15.662
O 3.132 11.905 -18.694
O 3.601 13.951 -17.954
O -1.366 8.707 -15.649
O 6.896 13.446 -14.801
O 6.218 11.412 -15.415
O 0.812 9.163 -15.684
O 3.972 3.879 -20.650
O -0.017 7.655 -14.235
O 4.006 5.601 -19.242
O 2.168 13.684 -19.644
C 0.286 9.600 -16.947
C 4.379 9.063 -19.862
C 1.281 10.847 -21.490
C -1.200 9.702 -16.628
C 7.167 12.405 -15.249
C 4.227 5.192 -20.513
C 4.871 13.799 -23.432
C 6.359 7.705 -23.367
C 3.572 4.547 -18.461
C 6.861 10.238 -15.890
C 8.110 10.840 -16.537
C 2.881 13.215 -18.842
C 4.378 13.093 -17.138
C 3.764 11.731 -17.428
C -0.143 8.419 -15.093
C 3.493 3.345 -19.418
H 4.091 14.417 -23.014
H 5.329 7.401 -23.240
H 4.275 13.385 -16.096
H 0.524 8.849 -17.704
H 2.659 4.764 -17.916
H 4.329 8.297 -20.630
H 0.831 10.476 -17.290
H 2.469 2.993 -19.512
H 6.198 9.702 -16.560
H 7.867 11.161 -17.551
H 6.797 7.290 -24.263
H 3.009 11.435 -16.694
H 8.950 10.155 -16.532
H -1.602 10.657 -16.296
H 4.526 10.958 -17.405
H 5.708 14.382 -23.788
H 4.040 10.001 -20.285
H 4.191 2.562 -19.145
H 2.197 11.230 -21.061
H 0.919 11.478 -22.287
*
```

---

Density functional theory data (ωB97M-V/def2-TZVPD) for a structure of composition C41H32ClN6O4PSTi at a distorted geometry.

HOMO level = -13.431 eV
Total energy = -4259.864559 Eh
Energy relative to the best compared isomer or geometry (same formula, charge and spin) = 272.9 kJ/mol
Lowest unoccupied orbital energy = -6.60 eV

Structure (ORCA input):
```
! RIJCOSX wB97M-V def2-TZVPD def2/J DEFGRID3
* xyz 2 1
Ti -0.817 0.071 0.525
Cl 3.116 -1.350 4.705
S -1.578 -1.559 2.577
P 1.318 0.021 -0.964
O 0.847 2.582 5.549
O 2.248 1.013 6.237
O -0.847 2.792 3.414
O -1.314 1.532 1.637
N 1.645 -0.889 2.556
N -3.381 0.180 1.111
N -3.676 -1.561 4.164
N -3.873 -0.261 2.308
N -2.233 1.033 -1.122
N 0.684 -0.071 2.076
C -3.130 -1.107 3.041
C -1.356 -1.505 -0.710
C 1.222 -2.863 1.189
C 1.804 2.136 0.570
C 4.501 1.643 -2.926
C 0.612 -1.909 -4.494
C -3.919 2.140 -3.072
C -5.260 1.777 1.015
C 5.541 0.767 -2.626
C -0.612 1.837 2.721
C -2.653 1.704 -3.398
C -2.440 -2.332 -0.498
C 0.985 1.824 -0.536
C -1.861 1.171 -2.401
C -2.233 -3.387 -2.638
C 3.032 -4.264 0.461
C 3.236 1.430 -2.403
C 3.490 -2.310 1.797
C 0.482 0.858 3.010
C 2.133 -2.039 1.824
C -2.871 -3.285 -1.439
C 1.105 -0.999 -3.541
C 3.010 0.320 -1.586
C 1.321 0.683 4.109
C 1.676 -3.965 0.485
C -3.494 1.415 -0.832
C -4.029 1.091 0.506
C 1.822 3.402 1.120
C 0.240 2.865 -1.095
C -0.466 -2.682 -4.184
C -0.650 -1.637 -1.965
C 1.512 1.444 5.397
C 2.026 -0.468 3.781
C -4.339 1.985 -1.764
C 3.931 -3.443 1.127
C -1.119 -2.563 -2.930
C 0.243 4.133 -0.532
C 4.042 -0.561 -1.298
C 5.312 -0.332 -1.816
C 1.013 4.401 0.587
C 0.499 -0.853 -2.315
H -4.612 -1.326 4.453
H 2.467 1.384 0.984
H 6.530 0.946 -3.029
H 1.110 -2.008 -5.450
H -0.838 -3.415 -4.892
H 4.201 -1.657 2.286
H 3.857 -1.432 -0.688
H -0.314 2.730 -2.005
H -5.301 2.799 0.645
H -2.565 -4.098 -3.386
H -2.264 1.772 -4.405
H 4.989 -3.673 1.118
H 2.470 3.613 1.962
H -6.169 1.264 0.692
H -3.720 -3.917 -1.211
H 0.162 -2.670 1.246
H -4.774 0.055 2.633
H 1.991 -0.427 -3.782
H 6.118 -1.017 -1.585
H -4.577 2.570 -3.817
H -5.341 2.270 -1.476
H 2.442 2.131 -2.625
H 3.385 -5.141 -0.066
H -3.142 -2.179 4.753
H 0.962 -4.605 -0.019
H -5.266 1.846 2.102
H -0.873 0.831 -2.656
H 4.679 2.502 -3.562
H 0.229 2.751 4.803
H 1.008 5.390 1.029
H -0.345 4.919 -0.988
H -2.999 -2.260 0.421
*
```

---

Density functional theory data (ωB97M-V/def2-TZVPD) for a structure of composition CH14Ni2O10 at a distorted geometry.

<S²> = 6.026
HOMO level (spin up / spin down) = -15.294 / -15.294 eV
Total energy = -3814.500340 Eh
Energy relative to the best compared isomer or geometry (same formula, charge and spin) = 846.7 kJ/mol
Lowest unoccupied orbital energy (spin up / spin down) = -9.16 / -11.49 eV

Structure (ORCA input):
```
! RIJCOSX wB97M-V def2-TZVPD def2/J DEFGRID3
* xyz 2 5
Ni -11.360 15.213 -12.016
Ni -17.067 8.071 -11.255
O -14.703 13.753 -11.874
O -11.102 12.982 -15.298
O -14.929 11.609 -17.519
O -17.737 15.219 -15.573
O -17.212 18.352 -11.625
O -20.192 13.668 -10.215
O -11.007 9.707 -7.051
O -13.598 12.384 -10.826
O -15.653 11.955 -11.180
O -13.738 7.119 -9.542
C -14.692 12.731 -11.210
H -11.545 9.967 -6.304
H -13.310 7.779 -8.996
H -20.913 13.038 -10.223
H -17.092 15.252 -14.866
H -11.353 10.214 -7.785
H -10.388 12.441 -15.633
H -15.492 12.314 -17.200
H -16.763 17.507 -11.581
H -14.737 11.847 -18.426
H -18.564 15.024 -15.133
H -17.752 18.378 -10.835
H -19.405 13.134 -10.316
H -13.050 6.479 -9.728
H -11.898 12.531 -15.581
*
```

---

Density functional theory data (ωB97M-V/def2-TZVPD) for a structure of composition C23H21CdCl2N4SSe.

HOMO level = -2.832 eV
Total energy = -4995.836549 Eh
Energy relative to the best compared isomer or geometry (same formula, charge and spin) = 66.3 kJ/mol
Lowest unoccupied orbital energy = 2.29 eV

Structure (ORCA input):
```
! RIJCOSX wB97M-V def2-TZVPD def2/J DEFGRID3
* xyz -1 1
Cd 0.387 1.487 -0.168
Se 3.083 -0.257 -1.114
Cl -0.535 1.119 -2.808
Cl -0.705 6.261 -0.955
S 2.851 1.106 2.194
N 0.832 -1.710 -1.983
N -3.752 -3.711 3.593
N 1.403 -2.285 0.041
N -0.001 3.413 -0.705
C -1.146 4.641 -4.583
C 2.343 1.712 3.826
C -0.063 -2.690 -1.598
C -0.422 3.717 -1.893
C 1.717 -1.455 -0.987
C -1.079 5.533 -3.505
C 0.306 -3.060 -0.302
C -3.159 -2.892 3.043
C 3.716 2.593 1.634
C -0.653 2.861 -3.051
C 2.035 -2.269 1.337
C -1.478 -4.612 -0.249
C -2.476 -1.770 0.974
C -1.134 -3.278 -2.246
C -1.839 -4.248 -1.543
C -0.951 3.293 -4.325
C -1.701 -0.822 0.326
C -0.758 5.094 -2.250
C -0.804 -0.093 2.403
C -1.576 -1.022 3.081
C -2.407 -1.887 2.362
C -0.822 0.030 1.007
C -0.397 -4.026 0.396
H 0.800 -1.148 -2.819
H 3.006 3.397 1.448
H -1.039 2.568 -5.126
H 1.318 -1.954 2.098
H -2.059 -5.361 0.273
H -3.122 -2.435 0.414
H 1.909 0.873 4.366
H -0.133 -4.294 1.411
H 2.857 -1.557 1.308
H -1.792 -0.747 -0.753
H -1.367 4.987 -5.583
H -1.290 6.586 -3.654
H -2.695 -4.718 -2.011
H 4.442 2.886 2.392
H -1.536 -1.097 4.161
H 4.229 2.338 0.710
H -1.418 -2.978 -3.246
H 1.607 2.507 3.723
H 3.219 2.076 4.363
H 2.416 -3.260 1.586
H -0.162 0.558 2.988
*
```